1.
C5H5NO2S | ωB97M-V with the def2-TZVPD basis set

Geometry as XYZ:
```
14
Properties=species:S:1:pos:R:3:nbo_charge:R:1
C -2.17896 -1.28563 -0.95536 -0.585
C -1.73459 0.06224 -0.81724 -0.472
C -1.66523 -2.49086 -0.88173 0.752
C 0.76117 0.09426 0.62544 -0.668
C 1.98751 0.70938 1.05851 0.609
N 2.16898 2.03422 0.77856 -0.837
O 2.82547 0.08122 1.68926 -0.617
O -1.29968 -3.59103 -0.85248 -0.410
S -0.44376 0.93330 -0.18951 0.672
H -3.20381 -1.35439 -1.30793 0.284
H -2.46235 0.78327 -1.15755 0.241
H 3.05932 2.42608 1.02728 0.406
H 1.56836 2.55173 0.16152 0.385
H 0.61757 -0.95379 0.82123 0.241
```

multiplicity = 1
HOMO level (alpha / beta) = -7.72 / -7.56 eV
gap between HOMO and LUMO (alpha / beta) = 7.12 / 6.85 eV
E_tot = -796.8589 Eh

=====

2.
C38H29N8O4ReS | ωB97M-V with the def2-TZVPD basis set

Geometry as XYZ:
```
81
Properties=species:S:1:pos:R:3:lowdin_spin:R:1
Re -0.27047 0.64432 0.45805 0.002
C -2.98669 -0.49002 0.37925 0.000
N -2.15907 0.17119 1.42714 0.000
C -1.95590 -0.77326 2.55924 0.000
C -0.71783 -1.61329 2.37748 0.000
C -0.56033 -2.83873 2.99515 0.000
C 0.66497 -3.48748 2.90851 0.000
C 1.68881 -2.89847 2.18040 0.000
C 1.44613 -1.69018 1.55566 0.000
N 0.27493 -1.05474 1.65866 0.000
C -2.82884 1.42050 1.90851 0.000
C -2.30025 2.67416 1.25302 0.000
C -3.02973 3.84333 1.22061 0.000
C -2.44351 4.99206 0.70065 0.000
C -1.14005 4.93597 0.23122 0.000
C -0.47160 3.72847 0.28559 0.000
N -1.03714 2.61991 0.77956 0.000
C -2.91304 0.29270 -0.89798 0.000
C -3.94919 0.33240 -1.80900 0.000
C -3.79808 1.07924 -2.96868 0.000
C -2.61364 1.76503 -3.17538 0.000
C -1.61275 1.65804 -2.23125 0.000
N -1.75357 0.93711 -1.11159 0.000
H -4.02205 -0.59380 0.71459 0.000
H -2.57425 -1.48976 0.22583 0.000
H -2.84530 -1.38107 2.73855 0.000
H -1.79995 -0.18571 3.46381 0.000
H -1.37813 -3.26453 3.56143 0.000
H 0.81683 -4.43480 3.40908 0.000
H 2.66065 -3.36317 2.09221 0.000
H 2.19883 -1.20273 0.94967 0.000
H -2.61896 1.52481 2.97424 0.000
H -3.91378 1.34610 1.81838 0.000
H -4.04129 3.86326 1.60429 0.000
H -3.00015 5.91948 0.66789 0.000
H -0.64696 5.80703 -0.17587 0.000
H 0.54410 3.62676 -0.07467 0.000
H -4.86926 -0.19855 -1.60310 0.000
H -4.59934 1.13121 -3.69373 0.000
H -2.45351 2.36549 -4.05937 0.000
H -0.66900 2.16906 -2.36257 0.000
S 6.67104 3.45966 1.80107 0.000
N 5.45481 3.18186 2.81383 0.000
C 4.45887 2.70032 2.08706 0.000
C 3.15538 2.32586 2.59124 0.000
C 2.77159 2.46729 3.92290 0.000
C 1.48741 2.10528 4.27728 0.000
C 0.63755 1.59791 3.30879 0.000
N 0.98576 1.43509 2.03032 0.000
C 2.23465 1.81330 1.66920 0.000
C 2.55854 1.68384 0.26319 0.000
N 1.57049 1.19443 -0.52945 0.000
C 1.82680 1.09599 -1.83891 0.000
C 3.04168 1.46669 -2.40446 0.000
C 4.05003 1.95597 -1.60408 0.000
C 3.80593 2.06980 -0.23557 0.000
C 4.77418 2.57715 0.71364 0.000
N 6.00497 2.96820 0.42346 0.000
H 3.47331 2.86194 4.64640 0.000
H 1.13305 2.20747 5.29318 0.000
H -0.37221 1.31725 3.57131 0.000
H 1.03618 0.68072 -2.44804 0.000
H 3.17418 1.35979 -3.47208 0.000
H 5.01050 2.25025 -2.00669 0.000
O -0.36180 -0.70646 -2.93882 0.006
C -0.22348 -1.46996 -1.99653 0.010
O -0.18330 -1.18406 -0.74278 0.013
C -0.14552 -2.96279 -2.30348 0.118
C -0.08397 -3.92870 -1.24966 0.123
C -0.01840 -5.28140 -1.47578 0.008
C -0.00413 -5.65645 -2.81542 0.161
O 0.05833 -6.86344 -3.33181 0.168
C 0.04507 -6.73471 -4.76126 0.014
O -0.03150 -5.32768 -5.02532 0.174
C -0.06057 -4.69728 -3.86957 0.167
C -0.13561 -3.33144 -3.62890 0.008
H -0.09186 -3.54862 -0.23639 0.005
H 0.02199 -6.01730 -0.68588 -0.002
H -0.84108 -7.22567 -5.15882 0.013
H 0.97504 -7.12856 -5.16676 0.013
H -0.18555 -2.59890 -4.42188 -0.002
```

total charge = +3
multiplicity = 2
HOMO level (alpha / beta) = -15.04 / -15.03 eV
gap between HOMO and LUMO (alpha / beta) = 7.41 / 4.63 eV
⟨S²⟩ = 0.765
E_tot = -2680.2132 Eh

=====

3.
C3H3NO2S | ωB97M-V with the def2-TZVPD basis set

Geometry as XYZ:
```
10
Properties=species:S:1:pos:R:3:nbo_charge:R:1
O 2.24788 -0.61472 -0.59865 -0.468
C 1.22446 -0.19924 -0.32425 0.781
C 0.19319 -0.96398 0.40422 -0.682
S -1.43218 -0.83544 -0.39941 0.337
C -1.30766 0.87698 -0.24959 -0.188
N -0.41507 1.79338 -0.13006 -0.098
O 1.02759 1.31668 -0.08169 -0.439
H 0.18952 -0.67108 1.49282 0.266
H 0.53441 -2.04434 0.50951 0.264
H -2.26215 1.34177 -0.62289 0.228
```

multiplicity = 1
HOMO level = -9.68 eV
gap between HOMO and LUMO = 9.96 eV
E_tot = -719.4308 Eh

=====

4.
C4H9BrO2 | ωB97M-V with the def2-TZVPD basis set

Geometry as XYZ:
```
16
Properties=species:S:1:pos:R:3:nbo_charge:R:1
C 0.23064 1.66337 -1.27218 -0.671
C 1.00247 -0.63548 1.35456 -0.668
C -0.15293 0.18295 -1.17519 -0.308
C -0.36620 -0.69619 0.57344 0.589
O -0.44309 -2.04785 0.26833 -0.713
O -1.47697 -0.21762 1.28404 -0.718
Br -1.90685 -0.14220 -1.93942 -0.021
H 0.91588 1.93212 -0.36346 0.219
H 0.69780 1.76741 -2.30949 0.224
H -0.61328 2.35686 -1.34872 0.229
H 1.39755 0.36936 1.29320 0.204
H 0.71744 -0.87697 2.37880 0.213
H 1.78034 -1.28705 0.90958 0.242
H 0.64340 -0.43357 -1.71355 0.214
H -1.30635 -2.19656 -0.02057 0.479
H -1.11984 0.26141 2.08063 0.486
```

multiplicity = 1
HOMO level = -9.04 eV
gap between HOMO and LUMO = 9.72 eV
E_tot = -2882.2418 Eh

=====

5.
C26H57N10 | ωB97M-V with the def2-TZVPD basis set

Geometry as XYZ:
```
93
Properties=species:S:1:pos:R:3:nbo_charge:R:1
C 0.52644 6.79399 -8.16017 -0.600
H 0.41454 5.94761 -8.83430 0.201
H 1.58869 6.97707 -8.01432 0.201
C -0.15578 6.51164 -6.82758 -0.388
C 0.43769 5.28619 -6.13618 -0.390
C -0.23475 5.01189 -4.79263 -0.387
H -0.08549 5.88293 -4.15017 0.200
H -1.31099 4.89382 -4.93931 0.198
C 0.32019 3.76605 -4.08993 -0.213
C -0.19790 2.47180 -4.73854 -0.401
C 0.84402 1.35887 -4.77524 -0.600
H 1.71007 1.67338 -5.35278 0.207
H 1.17477 1.09765 -3.77292 0.192
H 0.42749 0.47016 -5.24397 0.211
H -1.08307 2.12181 -4.20275 0.193
H -0.50534 2.68349 -5.76280 0.210
H 1.41196 3.78386 -4.16573 0.196
C -0.04436 3.83303 -2.59563 -0.211
N 0.53490 2.73854 -1.86682 -0.584
C -0.11372 1.76039 -1.37304 0.624
N 0.58606 0.71181 -0.76251 -0.647
C 1.93031 0.58535 -0.73402 0.690
N 2.43817 -0.53362 -0.22603 -0.601
C 3.85803 -0.82624 -0.13387 -0.216
C 4.09085 -2.31896 0.08418 -0.400
C 3.65342 -2.81356 1.46185 -0.407
C 3.91102 -4.31482 1.61431 -0.396
H 4.98351 -4.47815 1.73165 0.214
H 3.60007 -4.82842 0.70278 0.196
C 3.17387 -4.93755 2.80368 -0.400
C 1.73200 -5.34708 2.46917 -0.222
N 0.91753 -4.22091 2.09842 -0.588
C 0.26033 -3.51956 2.93250 0.615
N 0.18556 -3.68755 4.28818 -0.821
H -0.56984 -3.26765 4.80350 0.400
H 0.52317 -4.55935 4.66055 0.409
N -0.43036 -2.40082 2.47977 -0.633
H -0.93188 -1.87785 3.18299 0.416
C -0.41277 -1.83961 1.22185 0.640
N -0.97901 -0.72917 0.91471 -0.625
C -1.75118 0.01631 1.88552 -0.233
H -1.87806 1.02625 1.48462 0.203
H -1.20225 0.11903 2.83084 0.179
C -3.14150 -0.60056 2.13553 -0.211
C -4.04224 -0.32524 0.92400 -0.395
C -5.30228 -1.18180 0.89428 -0.604
H -5.86793 -0.97955 -0.01155 0.220
H -5.04668 -2.23913 0.90801 0.204
H -5.94640 -0.97339 1.74382 0.206
H -4.31732 0.73189 0.91487 0.199
H -3.46551 -0.53572 0.01878 0.194
C -3.74056 -0.06592 3.44066 -0.393
C -3.13670 -0.70925 4.68902 -0.397
H -2.06830 -0.47970 4.75706 0.178
H -3.24956 -1.79601 4.62161 0.188
C -3.81377 -0.22123 5.96835 -0.390
C -3.21050 -0.86571 7.21049 -0.602
H -3.70783 -0.50196 8.10517 0.222
H -3.32337 -1.94764 7.17564 0.199
H -2.15073 -0.63062 7.29143 0.198
H -3.71290 0.86365 6.03641 0.201
H -4.87925 -0.45305 5.92142 0.203
H -3.60532 1.01699 3.48388 0.203
H -4.81245 -0.26299 3.44631 0.212
H -3.02998 -1.68864 2.22011 0.189
N 0.35064 -2.46939 0.27129 -0.873
H -0.00691 -2.40831 -0.67003 0.409
H 1.79181 -1.27595 0.05857 0.442
H 0.65418 -3.39960 0.60526 0.448
H 1.31423 -5.91194 3.31482 0.171
H 1.74424 -6.01047 1.59956 0.206
H 3.16992 -4.23776 3.64207 0.199
H 3.69953 -5.83940 3.12003 0.221
H 4.20258 -2.27264 2.23519 0.204
H 2.59260 -2.62035 1.60692 0.205
H 5.15642 -2.51650 -0.04176 0.224
H 3.55792 -2.87505 -0.68931 0.205
H 4.30012 -0.25596 0.69169 0.200
H 4.35090 -0.52702 -1.06521 0.198
N 2.67135 1.56865 -1.21100 -0.790
H 3.67182 1.50571 -1.26457 0.411
H 2.08314 2.34302 -1.61504 0.459
H -0.01158 0.05967 -0.19371 0.448
N -1.45477 1.53563 -1.39209 -0.826
H -1.83776 0.81790 -0.80024 0.413
H -2.06504 2.29072 -1.65155 0.408
H -1.13591 3.89587 -2.49857 0.161
H 0.38569 4.74592 -2.17086 0.209
H 1.50630 5.44700 -5.97580 0.195
H 0.33049 4.42170 -6.79405 0.194
H -0.05055 7.38097 -6.17470 0.195
H -1.22331 6.35059 -6.99369 0.195
H 0.09007 7.66932 -8.63433 0.213
```

total charge = +1
multiplicity = 1
HOMO level = -11.50 eV
gap between HOMO and LUMO = 9.78 eV
E_tot = -1572.3639 Eh

=====

- The highest multiplicity belongs to which entry?
  C38H29N8O4ReS